Entry from the Open Molecules 2025 dataset: a 15-piece molecular cluster, C77H174N9O22 overall in a non-equilibrium geometry (ωB97M-V/def2-TZVPD).

As for the total energy: -141105.289 eV. The charge is +3. For the LUMO energy, the calculation gives -0.175 Eh. For the HOMO energy, the calculation gives -12.33 eV. The value obtained for the HOMO-LUMO gap is 7.569 eV. The value obtained for the strongest force on any atom is 3.86 eV/Å.

Last column: Löwdin charge in e.
Cartesian coordinates (Å):
C -3.97 -6.75 -4.84  -0.109
C -2.90 -6.05 -5.61  -0.254
C -3.49 -5.21 -6.67  -0.215
C -4.23 -4.01 -6.14  -0.080
N -4.67 -2.99 -7.18  -0.198
C -5.41 -3.61 -8.27  -0.116
C -6.83 -3.99 -7.68  -0.097
C -6.97 -2.87 -6.65  -0.181
C -5.72 -2.11 -6.50  -0.100
C -3.45 -2.26 -7.78  -0.096
C -2.87 -1.17 -6.96  -0.257
C -1.72 -0.40 -7.61  -0.071
H -4.66 -7.33 -5.56  0.104
H -4.73 -6.12 -4.27  0.093
H -3.67 -7.46 -4.11  0.055
H -2.19 -6.72 -6.16  0.138
H -2.36 -5.38 -4.92  0.111
H -4.19 -5.82 -7.28  0.122
H -2.74 -4.90 -7.35  0.098
H -3.63 -3.40 -5.50  0.102
H -5.17 -4.26 -5.51  0.168
H -5.65 -2.90 -9.08  0.149
H -4.82 -4.45 -8.58  0.116
H -7.66 -3.89 -8.41  0.126
H -6.82 -5.01 -7.31  0.111
H -7.70 -2.12 -6.99  0.123
H -7.34 -3.17 -5.69  0.118
H -5.75 -1.12 -7.04  0.157
H -5.46 -2.09 -5.50  0.083
H -3.76 -1.80 -8.73  0.138
H -2.58 -2.97 -7.98  0.153
H -2.53 -1.58 -6.00  0.095
H -3.59 -0.46 -6.65  0.077
H -1.94 0.19 -8.51  0.072
H -0.98 -1.16 -7.95  0.084
H -1.31 0.31 -6.88  0.079
C 3.24 -2.72 7.25  -0.093
C 2.11 -3.37 8.05  -0.247
C 1.07 -2.37 8.53  -0.200
C -0.15 -2.26 7.56  -0.058
N -1.19 -1.25 8.16  -0.159
C -0.69 -0.33 9.28  -0.101
C -1.94 0.22 10.00  -0.122
C -3.02 -0.84 9.63  -0.128
C -2.31 -1.96 8.82  -0.087
C -1.64 -0.30 6.97  -0.094
C -2.31 -1.01 5.81  -0.239
C -2.41 -0.16 4.59  -0.110
H 4.30 -2.97 7.61  0.095
H 3.14 -1.64 7.28  0.044
H 3.22 -3.04 6.20  0.049
H 2.55 -3.81 8.95  0.103
H 1.58 -4.25 7.55  0.131
H 1.49 -1.36 8.66  0.110
H 0.76 -2.78 9.51  0.121
H -0.59 -3.21 7.50  0.109
H 0.21 -1.82 6.65  0.108
H -0.27 0.53 8.87  0.114
H -0.09 -0.81 10.02  0.114
H -2.20 1.21 9.62  0.114
H -1.81 0.35 11.10  0.128
H -3.83 -0.40 9.06  0.110
H -3.52 -1.23 10.47  0.097
H -2.95 -2.37 7.98  0.148
H -1.91 -2.63 9.50  0.113
H -0.74 0.20 6.64  0.088
H -2.34 0.40 7.32  0.114
H -3.31 -1.34 6.18  0.112
H -1.81 -2.01 5.51  0.140
H -3.07 0.66 4.63  0.068
H -2.73 -0.75 3.71  0.074
H -1.36 0.15 4.34  0.074
C 3.32 4.07 2.84  -0.077
C 2.75 3.21 3.99  -0.208
C 3.60 3.11 5.27  -0.177
C 4.90 2.44 4.98  -0.133
N 5.71 2.16 6.25  -0.184
C 5.49 3.09 7.49  -0.044
C 5.71 2.10 8.73  -0.132
C 5.89 0.68 8.20  -0.152
C 5.39 0.74 6.75  -0.090
C 7.20 2.22 6.01  -0.139
C 7.73 1.41 4.84  -0.241
C 9.11 1.91 4.46  -0.096
H 2.64 3.84 1.99  0.071
H 4.31 3.67 2.53  0.047
H 3.35 5.12 2.97  0.064
H 2.59 2.22 3.62  0.068
H 1.80 3.66 4.27  0.122
H 3.04 2.50 6.00  0.119
H 3.77 4.16 5.63  0.133
H 5.54 3.06 4.34  0.131
H 4.75 1.54 4.41  0.080
H 6.24 3.95 7.41  0.147
H 4.45 3.47 7.37  0.106
H 6.59 2.54 9.20  0.110
H 4.82 2.22 9.37  0.119
H 6.99 0.37 8.28  0.139
H 5.28 -0.05 8.77  0.122
H 5.82 -0.03 6.09  0.133
H 4.31 0.64 6.70  0.112
H 7.65 1.92 6.93  0.113
H 7.44 3.37 5.87  0.171
H 7.09 1.51 3.88  0.113
H 7.77 0.31 5.03  0.128
H 9.12 3.02 4.34  0.090
H 9.36 1.49 3.48  0.074
H 9.84 1.50 5.20  0.096
C -8.77 -0.66 -2.01  -0.109
C -8.98 0.83 -2.24  -0.252
C -7.90 1.25 -3.24  -0.186
C -7.71 2.81 -3.42  -0.082
N -7.14 3.19 -4.78  -0.212
C -6.94 4.68 -4.79  -0.120
C -7.99 5.23 -5.78  -0.114
C -8.08 4.06 -6.83  -0.125
C -8.12 2.85 -5.95  -0.084
C -5.84 2.52 -5.16  -0.113
C -4.70 2.76 -4.15  -0.229
C -3.38 2.22 -4.58  -0.086
H -9.51 -0.99 -1.24  0.084
H -7.76 -0.88 -1.59  0.084
H -8.89 -1.31 -2.87  0.070
H -8.97 1.47 -1.36  0.108
H -10.00 1.02 -2.61  0.108
H -8.07 0.78 -4.23  0.117
H -6.98 0.72 -2.96  0.080
H -7.02 3.17 -2.64  0.137
H -8.65 3.38 -3.37  0.138
H -5.86 4.96 -4.99  0.149
H -7.03 5.04 -3.76  0.127
H -7.63 6.16 -6.26  0.121
H -9.00 5.43 -5.38  0.125
H -7.09 4.07 -7.31  0.119
H -8.76 4.22 -7.61  0.102
H -7.76 1.95 -6.42  0.125
H -9.06 2.61 -5.53  0.120
H -5.70 2.83 -6.20  0.131
H -6.03 1.44 -5.18  0.112
H -5.07 2.24 -3.29  0.086
H -4.58 3.82 -3.81  0.111
H -2.70 2.05 -3.75  0.061
H -2.98 2.90 -5.33  0.084
H -3.49 1.19 -4.93  0.065
C 2.26 -1.58 -2.55  -0.094
C 1.26 -0.67 -3.23  -0.192
C 0.16 -0.38 -2.19  -0.189
C 0.62 0.65 -1.20  -0.107
N -0.49 1.02 -0.22  -0.176
C 0.11 1.94 0.92  -0.042
C -1.14 2.60 1.47  -0.174
C -2.15 2.58 0.38  -0.147
C -1.44 1.96 -0.82  -0.124
C -1.11 -0.19 0.44  -0.081
C -0.04 -1.13 1.06  -0.227
C -0.73 -2.08 2.02  -0.078
H 3.14 -1.71 -3.18  0.080
H 1.75 -2.58 -2.39  0.077
H 2.63 -1.39 -1.56  0.051
H 0.80 -1.09 -4.09  0.076
H 1.71 0.33 -3.53  0.122
H -0.07 -1.34 -1.84  0.078
H -0.80 -0.08 -2.52  0.089
H 0.90 1.53 -1.71  0.095
H 1.52 0.30 -0.65  0.144
H 0.75 1.33 1.54  0.103
H 0.67 2.74 0.37  0.118
H -1.51 2.01 2.31  0.102
H -1.04 3.63 1.88  0.136
H -3.00 1.88 0.71  0.147
H -2.61 3.56 0.16  0.108
H -2.14 1.46 -1.40  0.074
H -0.81 2.64 -1.42  0.139
H -1.74 -0.72 -0.39  0.164
H -1.77 0.08 1.24  0.109
H 0.72 -0.58 1.63  0.089
H 0.56 -1.49 0.21  0.094
H -0.82 -1.49 2.94  0.059
H -0.10 -2.92 2.21  0.039
H -1.70 -2.47 1.68  0.091
C 4.07 -4.57 1.54  -0.040
C 4.21 -3.15 1.95  -0.336
C 3.05 -2.67 2.80  -0.130
O 2.67 -3.55 3.89  -0.202
C 1.63 -4.53 3.61  -0.062
N 5.49 -2.88 2.65  0.203
H 6.29 -3.00 1.99  0.180
H 5.36 -1.86 2.96  0.078
H 5.66 -3.37 3.53  0.163
H 4.33 -5.23 2.40  0.110
H 4.74 -4.76 0.65  0.096
H 3.06 -4.89 1.22  0.074
H 4.43 -2.51 1.09  0.130
H 2.10 -2.56 2.16  0.136
H 3.17 -1.62 3.20  0.117
H 0.77 -4.22 4.15  0.076
H 1.95 -5.56 3.76  0.093
H 1.52 -4.45 2.54  0.050
C 2.59 -7.10 -0.63  -0.030
C 1.65 -6.32 -1.52  -0.306
C 0.32 -5.79 -1.04  -0.120
O 0.45 -4.34 -0.70  -0.184
C -0.87 -3.89 -0.57  -0.112
N 2.45 -5.23 -2.17  0.173
H 3.14 -5.56 -2.82  0.143
H 1.86 -4.75 -2.80  0.070
H 2.98 -4.48 -1.50  0.119
H 3.70 -6.98 -0.90  0.120
H 2.45 -8.15 -0.68  0.075
H 2.46 -6.82 0.39  0.051
H 1.46 -6.90 -2.45  0.161
H 0.02 -6.33 -0.12  0.142
H -0.33 -5.85 -1.89  0.105
H -1.30 -4.41 0.25  0.079
H -1.40 -4.10 -1.53  0.110
H -0.95 -2.84 -0.35  0.046
C -0.61 8.68 -3.74  -0.047
C -0.22 7.26 -3.35  -0.317
C -1.21 6.32 -4.02  -0.170
O -2.33 6.12 -3.20  -0.173
C -2.27 5.31 -2.12  -0.131
N 1.25 7.09 -3.64  0.230
H 1.82 7.58 -3.00  0.149
H 1.43 6.09 -3.59  0.131
H 1.48 7.38 -4.60  0.184
H -0.58 8.87 -4.85  0.110
H -0.05 9.48 -3.23  0.096
H -1.66 8.82 -3.46  0.101
H -0.25 7.25 -2.26  0.147
H -0.78 5.30 -4.25  0.151
H -1.61 6.75 -4.95  0.139
H -3.17 5.53 -1.54  0.110
H -1.44 5.56 -1.45  0.087
H -2.24 4.28 -2.41  0.069
C 5.73 4.66 -1.86  -0.017
C 5.45 3.27 -1.23  -0.314
C 6.79 2.50 -1.25  -0.175
O 6.64 1.22 -0.67  -0.208
C 6.55 0.09 -1.57  -0.018
N 4.86 3.28 0.10  0.154
H 3.80 3.26 -0.13  0.085
H 5.04 2.50 0.76  0.082
H 5.16 4.04 0.70  0.139
H 4.88 5.33 -1.58  0.077
H 5.69 4.55 -2.91  0.071
H 6.66 5.13 -1.54  0.087
H 4.66 2.70 -1.80  0.162
H 7.55 2.99 -0.66  0.127
H 7.13 2.56 -2.29  0.140
H 7.37 0.03 -2.18  0.073
H 5.65 0.23 -2.12  0.087
H 6.53 -0.77 -0.95  0.050
O 2.93 0.05 4.99  0.026
C 1.61 0.29 4.98  -0.781
O 1.18 0.35 6.17  -0.060
O 1.06 0.66 3.91  -0.035
H 3.26 0.13 4.07  0.071
O 6.76 -0.04 1.89  0.116
C 5.61 0.43 2.44  -0.725
O 5.11 -0.36 3.28  -0.048
O 5.11 1.50 2.05  0.003
H 7.03 0.60 1.24  0.081
O 2.98 5.25 -0.15  0.042
C 2.24 4.50 -0.99  -0.730
O 2.45 3.24 -0.89  -0.045
O 1.39 5.03 -1.74  -0.015
H 2.53 5.58 0.64  0.112
O -3.96 -1.88 -3.49  0.037
C -4.17 -0.60 -3.09  -0.864
O -3.29 -0.09 -2.45  0.008
O -5.17 -0.05 -3.55  -0.032
H -2.97 -2.00 -3.54  0.082
O 0.07 -3.20 -5.97  0.015
C -0.31 -3.45 -4.61  -0.771
O -1.14 -2.61 -4.24  -0.023
O 0.28 -4.38 -4.04  -0.021
H 0.70 -3.85 -6.28  0.082
O 5.32 -4.43 -1.99  0.074
C 5.00 -3.37 -1.18  -0.798
O 3.77 -3.29 -0.95  -0.069
O 5.90 -2.72 -0.70  0.028
H 6.27 -4.57 -1.94  0.116